The following is a quantum chemistry calculation of C31H37NNiO2PSSi2 as an isolated structure at a distorted geometry, from OMol25.

XYZ file:
```
76
Properties=species:S:1:pos:R:3:mulliken_spin:R:1
Ni 0.260 -0.115 0.810 1.66
O 2.847 -0.886 1.334 0.24
C 2.187 0.121 1.030 0.17
C 2.783 1.407 0.783 0.22
C 4.191 1.558 0.597 0.12
C 4.725 2.751 0.191 -0.05
C 3.896 3.877 -0.039 0.31
C 2.522 3.760 0.159 -0.18
C 1.961 2.565 0.585 0.15
P 0.196 2.228 0.774 -0.02
C -0.507 3.724 -0.022 0.07
C -0.858 3.636 -1.373 0.02
C -1.362 4.724 -2.061 0.01
C -1.551 5.939 -1.409 0.01
C -1.233 6.034 -0.061 0.00
C -0.719 4.947 0.627 0.02
C -0.158 2.626 2.532 0.00
C -1.491 2.769 2.919 0.03
C -1.817 3.115 4.219 0.01
C -0.810 3.306 5.158 0.00
C 0.516 3.130 4.787 0.01
C 0.843 2.797 3.479 0.02
H 4.824 0.694 0.762 0.04
H 5.795 2.839 0.023 0.00
H 4.322 4.816 -0.375 0.03
H 1.889 4.624 -0.014 -0.02
H -0.718 2.684 -1.876 -0.01
H -1.619 4.635 -3.111 0.00
H -1.925 6.801 -1.949 0.00
H -1.377 6.974 0.461 0.00
H -0.460 5.050 1.672 0.00
H -2.275 2.596 2.189 0.00
H -2.857 3.232 4.504 0.00
H -1.062 3.577 6.177 0.00
H 1.298 3.253 5.527 0.00
H 1.876 2.649 3.188 -0.02
O -1.707 -0.330 0.169 0.03
N -2.618 -0.662 1.042 0.00
C -3.878 -0.829 0.590 0.00
C -4.916 -1.175 1.416 0.00
C -4.664 -1.354 2.775 0.00
C -3.378 -1.172 3.234 -0.01
C -2.318 -0.829 2.377 0.01
S -0.728 -0.624 2.945 0.07
H -3.987 -0.678 -0.473 0.00
H -5.904 -1.308 0.997 0.00
H -5.459 -1.647 3.448 0.00
H -3.131 -1.299 4.278 0.00
C 1.447 -3.853 -2.572 0.00
Si 0.174 -2.742 -1.674 0.00
C 0.415 -0.948 -2.277 0.02
C -1.489 -3.329 -2.433 0.00
C 0.320 -2.801 0.126 0.03
Si 0.608 -4.112 1.344 0.00
C 1.356 -5.668 0.524 0.00
C -0.993 -4.785 2.168 0.00
C 1.766 -3.668 2.785 0.00
H 1.474 -3.683 -3.655 0.00
H 1.201 -4.906 -2.404 0.00
H 2.445 -3.673 -2.168 0.00
H -0.194 -0.687 -3.149 0.00
H 1.461 -0.735 -2.508 0.00
H 0.120 -0.275 -1.467 0.02
H -1.459 -3.352 -3.531 0.00
H -2.301 -2.662 -2.129 0.00
H -1.732 -4.336 -2.081 0.00
H 0.259 -1.780 0.574 -0.03
H 0.706 -6.031 -0.279 0.00
H 1.480 -6.483 1.246 0.00
H 2.333 -5.448 0.088 0.00
H -1.544 -5.431 1.476 0.00
H -1.653 -3.962 2.449 0.00
H -0.770 -5.367 3.073 0.00
H 2.468 -2.903 2.445 0.00
H 2.338 -4.523 3.164 0.00
H 1.195 -3.241 3.613 0.00
```

The calculation puts the gap between HOMO and LUMO (alpha / beta) at 0.123 / 0.172 hartree. The HOMO energy (alpha / beta) comes out at 1.0584 / -0.2693 eV. Its spin multiplicity is 4. As for the total charge: -2.